Record 1
A cluster of 2 separate species, C4H11NO2S in total at a distorted geometry, computed with the ωB97M-V functional and the def2-TZVPD basis.

Kohn-Sham gap	9.67	eV
net charge	0
relative energy (zero: lowest compared OMol25 entry of this formula, charge and spin)	0.809	eV
electronic energy	-762.41960	a.u.

Last column: natural (NBO) charge in e.
Positions of all 19 atoms, in Å:
C (0.578, 1.083, -0.779)  -0.4946
C (-0.029, 1.092, 0.642)  -0.4148
C (-1.421, 0.446, 0.533)  -0.5452
S (-2.758, 1.682, 0.586)  -0.0512
C (0.928, -0.361, -1.140)  0.6924
N (2.221, -0.825, -0.925)  -0.8268
O (0.096, -1.182, -1.492)  -0.6429
H (1.609, 1.464, -0.746)  0.2052
H (0.010, 1.597, -1.552)  0.2418
H (0.596, 0.674, 1.440)  0.2366
H (-0.217, 2.110, 0.973)  0.2223
H (-1.431, -0.396, -0.140)  0.2554
H (-1.741, 0.043, 1.525)  0.2275
H (-3.190, 1.672, -0.657)  0.1150
H (2.458, -1.764, -1.207)  0.4003
H (2.949, -0.175, -1.190)  0.3785
H (-0.089, -2.244, 0.677)  0.4697
H (-0.686, -2.705, 1.827)  0.4598
O (0.118, -2.210, 1.624)  -0.9288

=====

Record 2
A cluster of 2 separate species, C4H11NO2S in total at a distorted geometry, computed with the ωB97M-V functional and the def2-TZVPD basis.

Kohn-Sham gap	9.64	eV
net charge	0
relative energy (zero: lowest compared OMol25 entry of this formula, charge and spin)	2.668	eV
electronic energy	-762.35128	a.u.

Last column: natural (NBO) charge in e.
Positions of all 19 atoms, in Å:
C (1.575, 2.027, -0.219)  -0.6005
C (0.405, -1.739, 0.080)  -0.6393
C (0.809, 0.633, -0.555)  -0.3919
C (0.834, -0.391, 0.582)  0.1156
N (-3.114, -0.467, -1.354)  -0.9618
O (-4.632, -0.139, 0.512)  -0.8426
O (0.296, 0.072, 1.762)  -0.7235
S (-3.308, 0.171, 0.034)  1.4358
H (2.400, 1.761, 0.373)  0.2033
H (0.825, 2.607, 0.303)  0.2156
H (1.946, 2.502, -1.100)  0.2076
H (-0.626, -1.774, -0.195)  0.1928
H (0.811, -2.137, -0.812)  0.2259
H (0.536, -2.506, 0.904)  0.2085
H (1.219, 0.184, -1.395)  0.2036
H (-0.310, 0.814, -0.699)  0.1746
H (1.982, -0.522, 0.831)  0.1237
H (-2.140, -0.623, -1.571)  0.3726
H (0.491, -0.473, 2.520)  0.4800

=====

Record 3
A cluster of 2 separate species, C4H11NO2S in total at a distorted geometry, computed with the ωB97M-V functional and the def2-TZVPD basis.

Kohn-Sham gap	9.51	eV
net charge	0
relative energy (zero: lowest compared OMol25 entry of this formula, charge and spin)	1.123	eV
electronic energy	-762.40806	a.u.

Last column: natural (NBO) charge in e.
Positions of all 19 atoms, in Å:
O (2.547, 1.116, -1.683)  -0.6084
C (1.427, 1.117, -2.134)  0.5375
N (0.363, 0.577, -1.450)  -0.6271
C (0.596, -0.193, -0.225)  -0.0849
C (0.276, 0.611, 1.010)  -0.5091
S (1.702, 1.584, 1.688)  -0.0863
C (-0.510, -1.316, -0.264)  -0.6163
H (1.159, 1.370, -3.179)  0.1189
H (-0.511, 0.443, -1.927)  0.3950
H (1.644, -0.595, -0.256)  0.2418
H (-0.435, 1.437, 0.785)  0.2325
H (-0.042, -0.063, 1.801)  0.2131
H (2.647, 1.231, 0.777)  0.1565
H (-1.134, -1.175, -1.154)  0.2016
H (-1.115, -1.425, 0.628)  0.2009
H (-0.202, -2.354, -0.390)  0.2288
H (-2.827, -1.594, 1.811)  0.4755
H (-2.482, -0.029, 2.015)  0.4790
O (-3.102, -0.745, 2.147)  -0.9491

=====

Record 4
A cluster of 2 separate species, C4H11NO2S in total at a distorted geometry, computed with the ωB97M-V functional and the def2-TZVPD basis.

Kohn-Sham gap	9.85	eV
net charge	0
relative energy (zero: lowest compared OMol25 entry of this formula, charge and spin)	1.106	eV
electronic energy	-762.40870	a.u.

Last column: natural (NBO) charge in e.
Positions of all 19 atoms, in Å:
O (0.399, 2.613, -0.276)  -0.5224
C (1.024, 1.604, -0.474)  0.4349
C (0.563, 0.208, -0.138)  -0.1817
C (1.759, -0.634, 0.284)  -0.4094
C (1.376, -2.055, 0.700)  -0.5309
S (0.777, -2.992, -0.721)  -0.0627
N (-0.437, 0.194, 0.934)  -0.8276
H (2.023, 1.690, -0.959)  0.1034
H (0.149, -0.189, -1.072)  0.2313
H (2.489, -0.731, -0.523)  0.2151
H (2.229, -0.101, 1.121)  0.2049
H (0.526, -1.970, 1.381)  0.2520
H (2.135, -2.623, 1.227)  0.2263
H (-0.541, -3.001, -0.489)  0.1329
H (-0.083, 0.835, 1.650)  0.3523
H (-1.277, 0.704, 0.673)  0.3808
H (-3.933, 2.759, -1.352)  0.4716
H (-5.030, 1.719, -1.120)  0.4689
O (-4.149, 1.969, -0.846)  -0.9398

=====

Record 5
A cluster of 2 separate species, C4H11NO2S2 in total at a distorted geometry, computed with the ωB97M-V functional and the def2-TZVPD basis.

Kohn-Sham gap	9.58	eV
net charge	0
relative energy (zero: lowest compared OMol25 entry of this formula, charge and spin)	1.969	eV
electronic energy	-1160.56037	a.u.

Last column: natural (NBO) charge in e.
Positions of all 20 atoms, in Å:
S (1.309, 1.502, -3.723)  -0.1285
S (1.424, -0.264, -2.666)  0.0847
C (0.163, -0.200, -1.346)  -0.5394
C (0.551, 0.053, 0.090)  -0.1983
C (1.757, 0.911, 0.455)  0.4299
O (1.637, 1.738, 1.316)  -0.5053
N (-0.668, 0.365, 0.843)  -0.6476
C (-0.578, 0.037, 2.288)  -0.4445
H (0.296, 1.255, -4.569)  0.1244
H (-0.294, -1.172, -1.599)  0.2525
H (-0.613, 0.556, -1.598)  0.2393
H (0.689, -1.023, 0.358)  0.2095
H (2.644, 0.683, -0.140)  0.1320
H (-0.967, 1.328, 0.754)  0.3739
H (-0.434, -1.039, 2.402)  0.2001
H (-0.059, 0.783, 2.893)  0.2129
H (-1.572, 0.153, 2.794)  0.2028
H (-2.333, -1.369, 0.425)  0.4807
H (-1.016, -2.067, 0.629)  0.4537
O (-1.936, -2.231, 0.393)  -0.9328

=====

Record 6
A cluster of 2 separate species, C4H11NO3 in total at a distorted geometry, computed with the ωB97M-V functional and the def2-TZVPD basis.

Kohn-Sham gap	6.14	eV
net charge	-2
relative energy (zero: lowest compared OMol25 entry of this formula, charge and spin)	0.717	eV
electronic energy	-439.37060	a.u.

Last column: natural (NBO) charge in e.
Positions of all 19 atoms, in Å:
C (0.048, -0.202, -0.491)  -0.2246
C (-0.693, 1.150, -0.629)  -0.4205
C (-1.264, 1.405, -2.052)  -0.0057
O (-2.044, 2.508, -2.178)  -0.9971
N (0.719, -0.367, 0.773)  -0.7142
C (1.606, -1.661, 0.928)  0.1665
O (2.470, -1.910, -0.003)  -0.9258
H (-0.802, -0.911, -0.551)  0.1537
H (0.674, -0.481, -1.348)  0.1816
H (0.045, 1.910, -0.370)  0.1555
H (-1.509, 1.236, 0.029)  0.1739
H (-1.789, 0.465, -2.327)  0.0630
H (-0.343, 1.493, -2.695)  0.0605
H (1.337, 0.384, 0.981)  0.3354
H (2.030, -1.424, 1.936)  0.0427
H (0.778, -2.395, 1.113)  0.0494
H (-0.209, -0.499, 2.186)  0.5012
H (-1.553, -0.035, 2.854)  0.4436
O (-0.780, -0.579, 3.030)  -1.0392

=====

Record 7
A cluster of 4 separate species, C4H11NO3 in total at a distorted geometry, computed with the ωB97M-V functional and the def2-TZVPD basis.

Kohn-Sham gap	9.19	eV
net charge	0
relative energy (zero: lowest compared OMol25 entry of this formula, charge and spin)	1.523	eV
electronic energy	-439.46996	a.u.

Last column: natural (NBO) charge in e.
Positions of all 19 atoms, in Å:
C (-0.249, -0.873, -0.389)  -0.3557
C (-0.849, -1.666, 0.555)  -0.0702
N (-0.644, -1.142, 1.801)  -0.5194
C (0.119, -0.006, 1.670)  -0.0949
C (0.440, 0.154, 0.355)  -0.3050
H (-0.460, -0.863, -1.442)  0.2524
H (-1.506, -2.512, 0.430)  0.2076
H (-0.893, -1.628, 2.642)  0.4135
H (0.372, 0.666, 2.474)  0.2129
H (1.084, 0.852, -0.146)  0.2558
H (0.319, 1.718, -3.057)  0.4671
H (-0.653, 1.767, -1.913)  0.4928
O (0.154, 1.303, -2.203)  -0.9707
H (1.940, -1.482, -0.359)  0.4821
H (2.954, -2.189, 0.540)  0.4616
O (2.878, -1.499, -0.125)  -0.9488
H (-1.067, 2.867, 0.048)  0.4850
H (-2.209, 1.887, -0.262)  0.4836
O (-1.731, 2.646, -0.620)  -0.9496

=====

Record 8
A cluster of 2 separate species, C4H11NO3 in total at a distorted geometry, computed with the ωB97M-V functional and the def2-TZVPD basis.

Kohn-Sham gap	10.37	eV
net charge	0
relative energy (zero: lowest compared OMol25 entry of this formula, charge and spin)	2.067	eV
electronic energy	-439.44997	a.u.

Last column: natural (NBO) charge in e.
Positions of all 19 atoms, in Å:
C (-0.648, -0.476, 0.579)  -0.2338
C (0.605, -1.314, 0.285)  -0.5385
C (1.811, -0.840, 1.124)  0.4558
O (2.874, -1.390, 1.008)  -0.5062
N (-1.003, 0.302, -0.620)  -0.6515
C (-2.049, 1.285, -0.369)  0.0866
O (-3.279, 0.734, 0.008)  -0.7294
H (-0.460, 0.256, 1.373)  0.1873
H (-1.480, -1.071, 0.966)  0.1906
H (0.403, -2.371, 0.444)  0.2401
H (0.917, -1.184, -0.750)  0.2334
H (1.609, -0.014, 1.826)  0.1101
H (-1.303, -0.357, -1.344)  0.3527
H (-2.183, 1.928, -1.252)  0.1618
H (-1.671, 1.962, 0.391)  0.1755
H (-3.641, 0.140, -0.657)  0.4690
H (2.344, 0.564, -1.937)  0.4674
H (1.202, 1.053, -0.993)  0.4814
O (2.054, 1.296, -1.400)  -0.9525

=====

Record 9
A cluster of 2 separate species, C4H11NO3 in total at a distorted geometry, computed with the ωB97M-V functional and the def2-TZVPD basis.

Kohn-Sham gap	10.44	eV
net charge	0
relative energy (zero: lowest compared OMol25 entry of this formula, charge and spin)	0.964	eV
electronic energy	-439.49050	a.u.

Last column: natural (NBO) charge in e.
Positions of all 19 atoms, in Å:
C (-1.281, 0.404, 2.239)  -0.6290
C (-1.243, -0.187, 0.832)  -0.0410
C (0.269, -0.117, 0.348)  -0.5023
C (0.344, -0.802, -1.004)  0.8103
O (-0.289, -1.985, -1.047)  -0.6966
O (0.967, -0.385, -1.952)  -0.5950
N (-1.983, 0.405, -0.251)  -0.8416
H (-2.242, 0.569, 2.731)  0.2148
H (-0.764, -0.264, 2.926)  0.2152
H (-0.778, 1.378, 2.206)  0.1941
H (-1.506, -1.241, 0.897)  0.2041
H (1.015, -0.530, 1.018)  0.2472
H (0.370, 0.947, 0.151)  0.1973
H (-0.234, -2.389, -1.907)  0.4989
H (-2.999, 0.356, -0.192)  0.3717
H (-1.765, 1.385, -0.354)  0.3508
H (2.072, 1.954, 0.421)  0.4588
H (3.227, 2.721, -0.074)  0.4653
O (3.003, 1.932, 0.386)  -0.9231

=====

Record 10
A cluster of 2 separate species, C4H11NO3 in total at a distorted geometry, computed with the ωB97M-V functional and the def2-TZVPD basis.

Kohn-Sham gap	10.39	eV
net charge	0
relative energy (zero: lowest compared OMol25 entry of this formula, charge and spin)	2.025	eV
electronic energy	-439.45152	a.u.

Last column: natural (NBO) charge in e.
Positions of all 19 atoms, in Å:
O (-1.356, -0.974, -1.838)  -0.5314
C (-0.259, -1.185, -1.398)  0.4492
C (0.446, -0.287, -0.407)  -0.1671
C (0.221, -0.790, 1.014)  -0.4280
C (1.193, -0.199, 2.006)  -0.0607
O (2.528, -0.660, 1.800)  -0.7252
N (-0.016, 1.096, -0.543)  -0.8354
H (0.276, -2.121, -1.619)  0.1103
H (1.493, -0.231, -0.683)  0.1886
H (0.309, -1.875, 1.037)  0.2183
H (-0.822, -0.591, 1.270)  0.2198
H (1.060, -0.548, 3.032)  0.1936
H (1.116, 0.881, 2.041)  0.1692
H (2.856, -0.594, 0.894)  0.4656
H (-0.577, 1.240, -1.366)  0.3675
H (-0.573, 1.421, 0.231)  0.3613
H (-2.227, 1.882, -2.486)  0.4647
H (-2.868, 1.369, -1.224)  0.4726
O (-2.799, 2.168, -1.762)  -0.9330

=====

Record 11
A cluster of 2 separate species, C4H11NO3 in total at a distorted geometry, computed with the ωB97M-V functional and the def2-TZVPD basis.

Kohn-Sham gap	10.07	eV
net charge	0
relative energy (zero: lowest compared OMol25 entry of this formula, charge and spin)	1.812	eV
electronic energy	-439.45931	a.u.

Last column: natural (NBO) charge in e.
Positions of all 19 atoms, in Å:
C (-0.772, 1.743, 1.259)  -0.7384
C (-0.713, 0.236, 1.505)  0.6633
N (-0.503, -0.620, 0.489)  -0.6111
C (-0.109, -0.241, -0.902)  -0.2459
C (-0.462, -1.359, -1.886)  -0.0796
O (0.727, -1.983, -2.395)  -0.7348
O (-0.918, -0.103, 2.660)  -0.6309
H (-0.138, 2.366, 1.884)  0.2369
H (-0.644, 2.086, 0.235)  0.2115
H (-1.800, 1.968, 1.547)  0.2511
H (-0.541, -1.609, 0.653)  0.4048
H (-0.633, 0.660, -1.172)  0.2199
H (0.959, -0.284, -0.821)  0.2177
H (-0.941, -1.005, -2.806)  0.1780
H (-1.129, -2.156, -1.563)  0.1822
H (1.545, -1.558, -2.142)  0.4692
H (1.645, 1.626, 0.543)  0.4745
H (2.904, 1.774, -0.318)  0.4766
O (1.947, 1.694, -0.368)  -0.9451

=====

Record 12
A cluster of 2 separate species, C4H11NO3 in total at a distorted geometry, computed with the ωB97M-V functional and the def2-TZVPD basis.

Kohn-Sham gap	8.89	eV
net charge	0
relative energy (zero: lowest compared OMol25 entry of this formula, charge and spin)	1.960	eV
electronic energy	-439.45391	a.u.

Last column: natural (NBO) charge in e.
Positions of all 19 atoms, in Å:
C (-1.106, 0.226, -1.403)  0.5936
C (0.692, -0.355, 1.150)  0.1784
C (0.863, 1.076, 1.602)  -0.6575
C (-0.114, -1.188, 1.847)  -0.5134
N (1.705, -0.873, 0.359)  -0.8145
O (-2.250, 0.826, -1.918)  -0.7311
O (-0.020, 0.966, -1.866)  -0.7406
O (-1.002, -1.044, -1.963)  -0.7425
H (-1.919, 1.699, -2.190)  0.4913
H (0.688, 0.300, -1.872)  0.4829
H (-1.777, -1.080, -2.549)  0.4942
H (1.487, -1.771, -0.067)  0.3874
H (2.108, -0.202, -0.295)  0.3635
H (-0.084, 1.484, 1.971)  0.2265
H (1.192, 1.701, 0.766)  0.2113
H (1.610, 1.153, 2.398)  0.2300
H (-0.149, -2.252, 1.640)  0.1937
H (-0.762, -0.820, 2.635)  0.2023
H (-1.162, 0.155, -0.245)  0.1446

=====

Record 13
A cluster of 2 separate species, C4H11NO3 in total at a distorted geometry, computed with the ωB97M-V functional and the def2-TZVPD basis.

Kohn-Sham gap	10.64	eV
net charge	0
relative energy (zero: lowest compared OMol25 entry of this formula, charge and spin)	1.841	eV
electronic energy	-439.45827	a.u.

Last column: natural (NBO) charge in e.
Positions of all 19 atoms, in Å:
C (0.646, -1.127, -1.490)  0.5286
N (-0.163, -1.537, -0.431)  -0.6272
C (0.429, 0.337, 1.060)  -0.6520
C (-0.742, -0.599, 0.546)  -0.0931
C (-1.903, 0.263, 0.149)  -0.0850
O (-2.791, 0.547, 1.218)  -0.7091
O (1.038, 0.002, -1.676)  -0.6106
H (1.024, -1.956, -2.100)  0.1171
H (-0.618, -2.437, -0.497)  0.3985
H (0.789, 1.024, 0.271)  0.2668
H (1.250, -0.154, 1.624)  0.2119
H (0.092, 1.114, 1.750)  0.2030
H (-0.980, -1.137, 1.483)  0.2168
H (-1.590, 1.087, -0.493)  0.1820
H (-2.546, -0.290, -0.556)  0.1765
H (-2.396, 1.221, 1.815)  0.4697
H (2.878, 0.575, 0.023)  0.4684
H (3.475, 1.784, -0.478)  0.4657
O (2.918, 1.509, 0.259)  -0.9280

=====

Going through the records in order, we get HOMO energy values of -8.90; -10.33; -8.98; -9.12; -9.30; 0.39; -8.52; -9.83; -9.70; -9.72; -9.61; -8.19; -9.90 eV.